{
  "formula": "C6H7N2O2S",
  "method": "the ωB97M-V functional and the def2-TZVPD basis",
  "fmax_ev_per_a": 4.11,
  "charge": 1,
  "de_lowest_ev": 0.607,
  "homo_lumo_gap_ev": 9.4193,
  "total_energy_ev": -24236.0350,
  "mol_weight_g_mol": 171.20,
  "e_homo_ev": -14.14,
  "e_lumo_ev": -4.72,
  "species": ["C", "C", "C", "C", "C", "C", "N", "N", "O", "O", "S", "H", "H", "H", "H", "H", "H", "H"],
  "coordinates": [[0.18635, -1.21705, -0.22269], [-1.03724, -0.67621, -0.47243], [0.16293, 0.86036, 0.59810], [2.24799, -0.16820, 0.91975], [2.60641, 1.04299, 1.27515], [-2.24650, -1.07997, -1.20893], [0.90661, -0.21233, 0.45296], [-0.98968, 0.63747, -0.02161], [0.87204, 2.47658, 2.54940], [-2.52057, -0.07664, -2.15999], [1.23984, 2.30577, 1.20645], [0.70359, -2.09238, -0.30440], [2.81630, -1.07009, 0.90460], [3.72226, 1.42932, 1.40348], [-2.04718, -2.07879, -1.74812], [-3.11460, -1.32564, -0.46769], [-1.78026, 1.24926, 0.11176], [-1.72831, -0.00446, -2.81579]],
  "atomic_forces_ev_per_a": [[-0.3, 2.9, 1.3], [0.5, 0.2, 0.1], [1.2, 0.8, -0.7], [-0.3, 0.4, -0.4], [2.6, 1.9, -0.5], [-0.6, -2.8, -0.5], [-0.8, -1.4, -0.1], [0.1, 0.1, 1.1], [-1.0, 1.4, 3.7], [1.2, 0.4, -1.3], [0.9, -1.9, -2.8], [0.5, -2.5, -0.8], [0.3, -0.4, -0.1], [-2.8, -1.0, 0.3], [-0.2, 1.3, 1.0], [1.2, 1.0, -1.6], [-0.3, 0.0, -0.5], [-2.1, -0.4, 1.7]],
  "nbo_charge": [-0.037, 0.134, 0.202, -0.012, -0.409, -0.116, -0.310, -0.454, -0.888, -0.695, 1.381, 0.249, 0.256, 0.299, 0.213, 0.237, 0.465, 0.486]
}

{
  "formula": "C6H7N2O4P",
  "method": "the ωB97M-V functional and the def2-TZVPD basis",
  "fmax_ev_per_a": 4.54,
  "charge": -2,
  "homo_lumo_gap_ev": [2.7468, 7.7068],
  "total_energy_ev": -26792.5820,
  "mol_weight_g_mol": 202.11,
  "e_homo_ev": [3.69, -1.36],
  "e_lumo_ev": [6.43, 6.35],
  "multiplicity": 3,
  "species": ["C", "C", "C", "C", "C", "C", "N", "N", "O", "O", "O", "O", "P", "H", "H", "H", "H", "H", "H", "H"],
  "coordinates": [[-1.11211, 0.05828, -2.43820], [-1.46113, 0.72694, -1.30706], [0.65092, -0.86009, -1.33232], [0.37454, -0.41474, -0.09007], [0.85627, -1.26521, 1.05156], [-0.76028, 1.82336, 0.68131], [0.05214, -0.65259, -2.56662], [-0.64031, 0.69749, -0.12931], [1.40673, 1.49438, 2.54325], [-0.95149, 0.64717, 3.10373], [-0.36003, 3.24384, 2.99242], [-1.53743, 2.73878, 0.43931], [-0.08049, 1.64438, 2.39220], [-1.71525, 0.17090, -3.35098], [-2.43339, 1.38659, -1.27838], [1.30632, -1.64463, -1.45685], [0.18517, -1.34593, 1.80616], [1.64831, -0.87039, 1.70288], [1.16909, -2.23997, 0.84345], [-1.16184, 3.49851, 2.49796]],
  "atomic_forces_ev_per_a": [[0.8, -1.3, -3.1], [-2.0, 2.2, 3.4], [-0.7, 0.0, -4.5], [-1.3, 1.9, 1.3], [1.3, 2.6, 0.2], [0.7, -1.7, 1.3], [-0.6, 0.3, 2.4], [-0.6, -0.7, -1.6], [-0.5, 0.1, -0.6], [-0.2, 0.5, -0.4], [-0.6, -1.4, -1.2], [-0.4, 0.7, -0.5], [1.3, 0.8, 2.3], [0.2, 0.1, 0.3], [2.5, -1.2, 0.2], [2.0, -1.6, 0.3], [-2.9, -0.3, 2.1], [0.4, 0.6, -0.7], [0.3, -1.6, -1.3], [0.2, 0.1, 0.2]],
  "lowdin_spin": [0.284, 0.356, 0.150, 0.326, 0.056, 0.138, 0.304, 0.136, 0.007, 0.019, -0.001, 0.108, 0.009, 0.030, 0.027, 0.019, 0.008, 0.016, 0.007, 0.000]
}

{
  "formula": "C6H7N2OPS2",
  "method": "the ωB97M-V functional and the def2-TZVPD basis",
  "fmax_ev_per_a": 3.53,
  "charge": -2,
  "homo_lumo_gap_ev": 4.9870,
  "total_energy_ev": -42322.4901,
  "mol_weight_g_mol": 218.24,
  "e_homo_ev": -0.20,
  "e_lumo_ev": 4.79,
  "species": ["C", "C", "C", "C", "C", "C", "N", "N", "O", "P", "S", "S", "H", "H", "H", "H", "H", "H", "H"],
  "coordinates": [[-1.23039, -0.19670, -1.78490], [-1.99348, -0.10504, -0.56100], [0.03890, 0.22412, -1.79829], [-1.39199, 0.28865, 0.61146], [0.03446, 0.57322, 0.70661], [0.73766, 0.69044, -0.54363], [-2.01564, 0.33584, 1.91382], [0.49716, 0.74682, 1.92149], [2.99561, 1.21969, -2.05162], [2.45966, 1.20677, -0.66116], [3.03881, 2.73210, 0.39758], [1.02656, -4.08576, 0.87748], [-1.56337, -0.75208, -2.59770], [-3.00189, -0.53510, -0.53523], [0.73419, 0.02797, -2.66240], [-2.44284, -0.57311, 1.98348], [-1.18380, 0.53796, 2.50842], [1.55536, 0.82851, 1.90213], [1.70503, -3.16428, 0.37347]],
  "atomic_forces_ev_per_a": [[0.2, 0.7, 1.8], [0.4, -0.2, 0.9], [3.4, -0.1, 0.9], [-1.2, -0.1, 0.1], [1.0, 0.9, 0.2], [0.4, -0.6, -1.5], [0.4, 0.3, -2.0], [1.7, -0.1, -0.6], [0.2, -1.1, 0.2], [-2.7, 1.6, -1.6], [0.3, -0.4, 1.0], [-1.6, -2.5, 1.3], [-1.0, -0.6, -1.4], [0.2, 0.4, 0.0], [-1.0, 0.4, 0.8], [0.0, -0.2, 1.0], [-0.8, -0.8, 0.2], [-1.7, 0.0, 0.1], [1.6, 2.3, -1.2]],
  "nbo_charge": [-0.287, -0.273, -0.174, 0.157, 0.187, -0.575, -0.869, -0.777, -1.069, 1.598, -0.648, -1.073, 0.194, 0.187, 0.220, 0.363, 0.420, 0.345, 0.074]
}

{
  "formula": "C6H7N3",
  "method": "the ωB97M-V functional and the def2-TZVPD basis",
  "fmax_ev_per_a": 9.82,
  "smiles": "[H]/N=C/N(N)C(C#C)C#C",
  "de_lowest_ev": 7.719,
  "homo_lumo_gap_ev": 9.8212,
  "total_energy_ev": -10797.7118,
  "mol_weight_g_mol": 121.14,
  "e_homo_ev": -8.97,
  "e_lumo_ev": 0.85,
  "species": ["H", "N", "C", "N", "N", "C", "C", "C", "C", "C", "H", "H", "H", "H", "H", "H"],
  "coordinates": [[1.49427, -1.34978, 2.40467], [1.18765, -1.02043, 1.40664], [0.53141, 0.08081, 1.51043], [0.01651, 0.91621, 0.49723], [-0.83139, 1.82818, 0.90770], [-0.30737, 0.32079, -0.71492], [-1.25523, -0.61088, -0.66706], [-2.19027, -1.39883, -0.74239], [0.84977, -0.19887, -1.43067], [2.09882, -0.49163, -1.62277], [0.34947, 0.68888, 2.45128], [-1.71548, 1.54100, 0.56485], [-0.51307, 2.89068, 0.80181], [-0.65348, 1.17456, -1.21847], [-3.04863, -2.04102, -0.98101], [3.11473, -1.18039, -1.69983]],
  "atomic_forces_ev_per_a": [[-0.9, 0.9, -2.4], [-0.4, 0.5, 1.9], [0.8, 0.8, 1.8], [4.3, -2.9, 1.9], [-0.8, 4.9, 1.6], [4.3, 2.7, -2.1], [-7.5, -6.4, -0.1], [1.1, 1.2, -0.3], [8.7, -1.7, -1.2], [-4.2, -0.9, 0.8], [0.3, -1.1, -0.6], [-1.5, 1.0, 0.1], [-1.2, -3.2, -0.2], [-0.8, 1.0, -1.7], [1.0, 0.6, 0.5], [-3.4, 2.5, 0.1]],
  "nbo_charge": [0.356, -0.693, 0.274, -0.270, -0.656, -0.259, -0.020, -0.188, -0.021, -0.203, 0.159, 0.356, 0.371, 0.257, 0.252, 0.285]
}

{
  "formula": "C6H7N3O2S",
  "method": "the ωB97M-V functional and the def2-TZVPD basis",
  "fmax_ev_per_a": 6.36,
  "de_lowest_ev": 0.468,
  "homo_lumo_gap_ev": 8.0938,
  "total_energy_ev": -25733.9687,
  "mol_weight_g_mol": 185.21,
  "e_homo_ev": -7.72,
  "e_lumo_ev": 0.38,
  "species": ["C", "C", "C", "C", "C", "C", "N", "N", "N", "O", "O", "S", "H", "H", "H", "H", "H", "H", "H"],
  "coordinates": [[-0.70211, -1.17152, -3.28938], [-1.69571, -0.23753, -3.19992], [-0.04434, -0.24208, -1.40914], [1.54919, -1.43811, 0.61550], [1.25387, 0.56821, 1.93421], [0.37006, 0.87744, 0.70155], [0.15608, -1.14921, -2.24981], [1.59306, -0.84787, 1.77846], [0.76686, 0.02919, -0.38779], [1.70562, -2.37972, -0.05051], [0.61915, 2.21452, 0.47002], [-1.60476, 0.65696, -1.68468], [-0.69122, -1.96250, -4.09178], [-2.66481, -0.30795, -3.75374], [2.10742, 1.22249, 1.84512], [0.80867, 0.72916, 2.89732], [-0.74662, 0.78153, 0.95926], [2.51425, -1.18585, 2.07087], [-0.16978, 2.61443, 0.11608]],
  "atomic_forces_ev_per_a": [[-1.8, 0.0, -0.6], [-1.6, -0.7, -0.3], [-1.8, 1.2, 1.1], [-3.2, 2.1, -5.1], [-0.1, -0.8, -1.5], [-1.6, -0.5, 0.3], [2.0, -1.9, -1.7], [2.2, -0.9, 1.2], [1.6, -1.1, 3.6], [0.7, -0.3, 1.4], [0.3, 1.4, -0.1], [1.0, -0.6, -0.9], [0.3, 1.0, 1.1], [1.2, 0.5, 0.4], [0.5, -0.1, -0.1], [-0.5, 0.0, 0.2], [1.2, -0.3, -0.3], [-0.3, 0.5, 1.4], [-0.3, 0.3, -0.4]],
  "nbo_charge": [-0.029, -0.465, 0.310, 0.907, -0.223, 0.229, -0.500, -0.622, -0.595, -0.443, -0.716, 0.203, 0.215, 0.237, 0.222, 0.220, 0.148, 0.419, 0.482]
}

{
  "formula": "C6H7N4S",
  "method": "the ωB97M-V functional and the def2-TZVPD basis",
  "fmax_ev_per_a": 5.13,
  "charge": 1,
  "homo_lumo_gap_ev": [6.1793, 5.9909],
  "total_energy_ev": -23122.2576,
  "mol_weight_g_mol": 167.22,
  "e_homo_ev": [-9.15, -12.76],
  "e_lumo_ev": [-2.97, -6.76],
  "multiplicity": 3,
  "species": ["C", "C", "C", "C", "C", "C", "N", "N", "N", "N", "S", "H", "H", "H", "H", "H", "H", "H"],
  "coordinates": [[-1.88984, 0.73792, 0.14297], [-2.14398, -0.55449, 0.46611], [0.47495, 0.25223, -0.19029], [-0.59109, 1.17381, -0.19227], [0.15379, -1.13098, 0.08799], [2.34395, -0.96516, -0.15239], [-1.10183, -1.48743, 0.43404], [1.84259, 0.33885, -0.27166], [1.33003, -1.83475, 0.04638], [-0.41862, 2.43830, -0.50601], [3.90282, -1.34486, -0.46257], [-2.69207, 1.36339, 0.17783], [-3.15063, -1.00400, 0.86101], [-1.15898, -2.41885, 0.81052], [2.37360, 1.21859, -0.20479], [1.41072, -2.84882, -0.07754], [-1.11296, 3.11326, -0.78219], [0.42752, 2.95300, -0.18716]],
  "atomic_forces_ev_per_a": [[1.0, -3.4, 0.3], [-1.9, -0.5, 0.9], [0.3, -2.1, 1.0], [-0.8, -0.4, 0.3], [1.3, 2.3, -0.9], [1.6, 0.7, -0.6], [0.6, -1.9, 0.1], [-2.2, -0.9, 0.5], [-1.8, 0.5, 0.1], [2.7, 4.3, -0.4], [0.9, -0.2, 0.0], [-1.8, 2.0, 0.0], [2.1, 1.2, -1.0], [-0.8, 0.0, 0.1], [0.0, -1.0, -0.4], [0.3, 0.6, 0.3], [-0.5, -0.6, 0.1], [-0.9, -0.8, -0.5]],
  "lowdin_spin": [-0.004, 0.207, 0.158, 0.284, 0.200, 0.073, 0.175, 0.140, 0.022, 0.196, 0.518, -0.004, 0.007, 0.005, 0.002, -0.001, 0.007, 0.014]
}

{
  "formula": "C6H7NO",
  "method": "the ωB97M-V functional and the def2-TZVPD basis",
  "fmax_ev_per_a": 5.11,
  "smiles": "O=C1[C@H]2[C@H]3C[C@@H]1N[C@H]32",
  "de_lowest_ev": 2.099,
  "homo_lumo_gap_ev": 10.0306,
  "total_energy_ev": -9870.5585,
  "mol_weight_g_mol": 109.13,
  "e_homo_ev": -9.20,
  "e_lumo_ev": 0.83,
  "species": ["O", "C", "C", "C", "C", "C", "N", "C", "H", "H", "H", "H", "H", "H", "H"],
  "coordinates": [[2.68148, -0.00723, 0.03164], [1.44200, 0.08948, 0.09641], [0.58236, 1.27455, -0.02539], [-0.57940, 0.58948, -0.75615], [-0.55053, -0.84201, -0.86972], [0.40929, -1.03163, 0.30270], [-0.20644, -0.38851, 1.47089], [-0.55360, 0.88704, 0.74185], [1.08625, 2.14056, -0.45918], [-1.38658, 1.05165, -1.40030], [0.07577, -1.15991, -1.75444], [-1.45684, -1.46783, -0.73440], [0.85996, -2.02672, 0.45755], [-1.16167, -0.67264, 1.62656], [-1.24205, 1.56372, 1.27198]],
  "atomic_forces_ev_per_a": [[-3.4, 0.3, 0.1], [4.3, -1.4, -0.4], [2.3, 0.0, -2.8], [-4.3, 2.8, -0.3], [3.0, -3.0, -0.8], [1.0, -1.3, 0.9], [-1.2, 1.6, -0.6], [-1.7, 0.6, 1.9], [-0.7, 0.3, 0.8], [1.5, 0.4, 0.9], [-1.1, 0.0, 0.4], [0.3, 0.8, -0.3], [-0.3, 0.6, 0.2], [-0.1, -1.3, 0.4], [0.5, -0.3, -0.5]],
  "nbo_charge": [-0.525, 0.608, -0.366, -0.251, -0.427, -0.173, -0.572, -0.067, 0.270, 0.241, 0.217, 0.225, 0.231, 0.352, 0.236]
}